This record from OMol25 describes C14H29ClEuI2P3 as an isolated structure in a non-equilibrium geometry. The level of theory is the ωB97M-V functional and the def2-TZVPD basis.

Its gap between HOMO and LUMO (spin up / spin down) is 0.133 / 0.203 hartree. Its maximum force is 2.6 eV Å⁻¹. The value obtained for the energy above the lowest of the compared OMol25 structures with the same formula, charge and spin is 0.83 kcal per mole. As for the expectation value of S²: 12.075.

```
! wB97M-V def2-TZVPD RIJCOSX def2/J DEFGRID3
* xyz 2 7
H 2.99385 -3.07135 0.65475
H 0.91377 -5.14838 0.11011
P 0.65881 1.44267 0.10780
I 0.47298 0.77337 -6.70776
Eu -0.87559 -0.61800 -1.47231
P -3.11215 1.03911 -0.75989
H 0.01643 0.59049 4.91808
C 0.19756 -4.33736 -0.11835
H -3.53747 3.12499 0.61247
C 1.32438 0.91896 1.76047
C 1.83595 1.13770 -1.28621
H 2.57811 -3.88821 -2.28766
H -0.53985 -4.74513 -0.83097
I -1.33053 -1.18016 -7.26612
C -3.53918 1.83057 -2.37660
C 2.09788 0.26667 4.41596
H -4.95678 -0.55751 -0.86629
H 0.82899 3.83206 -0.53205
H 3.44807 0.67517 1.29645
H 2.21967 -2.19087 -2.73346
C -4.62767 0.20019 -0.13665
H -5.50356 0.84051 0.08296
H 2.80007 1.60956 -1.02865
H 1.72937 -2.06851 1.39358
H 0.43673 3.66317 1.19042
H 2.08658 3.27825 0.61898
H -4.35667 2.57421 -2.32635
C 0.75259 0.58464 4.11365
C 3.03605 0.28639 3.37813
H -1.84765 2.95380 0.08890
H -4.37481 -0.32722 0.79607
P 0.91871 -2.77993 -0.77071
Cl -1.71581 -1.52169 0.86445
H -2.49181 1.92649 1.41158
H 2.37977 0.00766 5.42908
H 2.00290 0.05855 -1.48752
C -2.73211 2.39109 0.43852
C 0.37331 0.89069 2.80649
H 1.02370 -3.48586 -3.09007
H 1.37398 1.61082 -2.17770
H -3.83058 1.03411 -3.07669
H -2.63331 2.33306 -2.74696
H -0.68560 1.12307 2.60801
C 1.01634 3.22210 0.36421
C 1.77700 -3.13217 -2.36883
C 2.22757 -2.30877 0.43776
C 2.68311 0.64039 2.07040
H 2.75811 -1.41890 0.05282
H -0.33743 -4.10976 0.81691
H 4.06623 0.02928 3.60878
*
```

---

This record from OMol25 describes C14H29CoK2N3O9 as an isolated structure in a non-equilibrium geometry. The level of theory is the ωB97M-V functional and the def2-TZVPD basis.

Its gap between HOMO and LUMO (spin up / spin down) is 0.243 / 0.241 hartree. Its maximum force is 5.0 eV Å⁻¹. As for the expectation value of S²: 3.757.

```
! wB97M-V def2-TZVPD RIJCOSX def2/J DEFGRID3
* xyz 2 4
N -1.85550 1.56653 4.05446
O -1.48552 -2.09579 0.57299
H -2.75831 1.02729 2.32183
H 0.04163 -1.64592 4.33774
O -1.68568 -0.17164 -1.67100
N 1.83095 0.90625 0.05789
H 0.47600 -4.14127 2.98350
C 1.01658 2.05971 0.41432
O -1.94243 1.96404 -1.31224
O -2.78413 0.32202 0.00170
H 1.87251 1.29646 -1.99271
H 1.56453 2.76738 1.02954
C -2.41988 0.60725 3.28773
H 2.82413 -0.02716 -1.57142
K -4.32175 3.00410 -0.17827
H 1.47092 -2.15618 -3.39645
H 3.71727 0.64788 -5.58053
H -0.95162 -4.11073 1.85872
H -1.36168 2.31469 5.94484
C 1.44368 -0.59758 -5.92311
H -1.29218 -1.93733 -4.79060
H -2.12358 3.68769 3.90513
Co -2.91147 -1.58818 -0.80334
H 3.20667 -0.42639 0.59811
C 0.43710 -2.44903 -3.53621
H 2.99345 1.63986 -4.18817
H -1.10225 -3.73871 3.54007
H 2.48016 1.81337 -5.86198
H 1.05841 -0.23855 -1.53797
C -1.99832 0.81617 -0.89203
H 0.65341 2.56203 -0.48396
H -0.44394 0.88060 5.43783
H 0.29977 -3.47310 -3.89512
C -0.32821 -1.56013 -4.46414
C -0.43443 -3.62700 2.67949
C 2.68864 0.45232 1.01912
H 0.09397 1.77313 0.93085
H 0.78372 -0.46078 3.13038
H -0.32194 -0.56011 1.32208
C 2.84897 1.10319 -5.11525
H -0.48251 3.03133 3.53090
K -1.03525 2.11362 -3.90679
H 1.63743 -1.86538 3.46441
O -2.53276 -0.55912 3.62040
H -0.45970 -0.55375 -4.06044
O 1.78573 0.16855 -4.84027
H -2.13786 0.67372 5.88489
O 2.05094 -0.52683 -6.94056
H -0.06973 -2.52790 -2.56823
N -0.15456 -2.23238 2.40506
C -1.55473 2.86581 3.45872
O 0.37913 -1.32145 -5.71414
C -0.60519 -1.62096 1.31880
O 2.76848 0.92436 2.12357
C -1.42557 1.36087 5.43223
C 1.87757 0.44595 -1.30056
C 0.61022 -1.49625 3.42507
H -1.93128 2.91346 2.43309
*
```

---

This record from OMol25 describes a 3-piece molecular cluster, C14H29FNO9P2S overall. The level of theory is the ωB97M-V functional and the def2-TZVPD basis.

Its gap between HOMO and LUMO is 0.252 hartree. Its maximum force is 0.9 eV Å⁻¹.

```
! wB97M-V def2-TZVPD RIJCOSX def2/J DEFGRID3
* xyz -1 1
C 4.72173 -1.53471 -1.83798
C 4.40807 -2.96883 -1.49061
O -1.00146 -0.49980 0.46997
C -0.13154 -1.06158 3.84837
H 1.50683 3.37402 -2.61645
C 3.09746 -2.18476 0.41174
O -0.76251 0.19662 3.74752
C 1.92130 2.93786 -4.67950
F 0.77307 1.53583 0.90480
H -5.02136 0.17607 4.72742
H 2.75396 -2.71934 1.29586
H 0.77345 1.87046 -3.17892
H 1.45184 2.48273 -5.55230
P -4.00474 -1.36560 0.33750
H 2.32003 -0.85615 -1.09755
H 2.62691 -0.79775 -5.27646
O -0.02923 3.27660 2.00100
H 1.14965 -2.03803 -0.49577
H -6.30345 -0.41570 3.65872
H -2.47499 1.18837 4.13221
H 0.08761 3.41853 -3.67246
O 4.81012 -3.89240 -2.14864
C 2.24228 0.07803 -4.76085
H -5.03231 2.09318 3.39555
H 1.85139 -0.24492 -3.79393
P -3.07909 -0.44436 2.29704
C -0.23516 2.22906 1.47760
H -4.98223 -2.26358 0.81374
S -4.68836 -0.29500 -1.18787
O -4.41972 -1.05218 3.18179
C 3.40587 1.00634 -4.50256
O 3.20013 2.33791 -4.42649
C -5.26919 -0.05530 3.68184
H 3.98170 -1.19191 -2.55933
H 2.16328 3.96674 -4.94210
C 1.02012 2.89277 -3.46423
C -1.66032 0.20995 1.18319
H -2.43196 -1.71868 2.39955
O -3.93608 1.01462 2.02824
H -2.47411 -0.49360 4.70124
H -5.94781 1.30613 2.08713
N -1.43623 1.62058 1.26279
C -5.10703 1.18794 2.77788
H -0.38124 -1.72316 3.01365
H 1.58026 -0.65380 0.49157
C 1.97372 -1.38573 -0.21048
H 4.71351 -0.85360 -0.99272
O 3.58600 -3.22861 -0.45336
H -2.15905 2.06746 1.81633
O 4.51244 0.58714 -4.29349
C -2.18726 0.16528 3.86708
H -3.04371 -2.30914 -0.07541
H 1.42374 0.51069 -5.32712
H -0.41385 -1.55983 4.78739
H 3.92568 -1.54466 0.72198
H 0.94417 -0.87781 3.84913
H 5.68768 -1.50040 -2.33328
*
```

---

This record from OMol25 describes C14H29N2O6PTm as an isolated structure in a non-equilibrium geometry. The level of theory is the ωB97M-V functional and the def2-TZVPD basis.

Its gap between HOMO and LUMO (spin up / spin down) is 0.172 / 0.167 hartree. Its maximum force is 6.9 eV Å⁻¹. The value obtained for the energy above the lowest of the compared OMol25 structures with the same formula, charge and spin is 0.00 kcal per mole. As for the expectation value of S²: 2.007.

```
! wB97M-V def2-TZVPD RIJCOSX def2/J DEFGRID3
* xyz 3 3
C -1.35595 1.51236 0.64461
H -2.41469 -1.86543 0.39825
H -5.18741 0.99688 1.46985
C -4.49965 -2.53497 0.82468
O -2.91131 3.01643 -0.60761
H -1.63445 -0.60598 -1.17190
H 6.01799 1.14029 -1.20917
H -3.27482 -3.51945 2.18169
H 0.96947 1.62009 1.32029
C -3.21245 -2.48391 -0.18452
H 1.77459 1.63267 -1.69619
C 5.79750 0.74677 -0.15869
O -4.17848 1.54810 -1.93613
H -1.28164 0.61266 1.37451
C 0.89396 1.12180 0.28645
H -2.76958 -3.52944 -0.33303
H 2.33199 2.79801 -0.30527
H 6.68328 1.04165 0.51597
C -3.55009 -1.77143 -1.60337
C 7.52736 -2.35320 -0.35432
H -4.68237 -1.50946 -1.63322
Tm 4.74166 -0.54726 1.81241
H -2.45505 -0.15549 -2.75750
C 4.36813 1.44290 0.31981
O 5.66364 -0.71800 -0.06649
P -3.88766 1.57739 1.71379
H -4.91522 -3.67845 2.53748
H 4.30115 1.25591 1.47341
N -4.21764 -3.67717 1.77423
C -3.53446 0.73087 -0.92480
H -1.08179 2.44065 1.29122
O 3.29574 0.82126 -0.45130
N -4.14063 3.02782 2.43678
O -4.85526 3.87639 -1.69909
O -0.34774 1.46619 -0.41293
H 7.42036 -2.22860 0.79712
H -3.12690 0.77097 2.62026
H -3.71021 3.77370 1.85453
H -5.48461 -2.74066 0.28035
H -4.58797 -1.52069 1.36270
H -4.25915 0.10913 -0.28373
C -4.08312 2.92095 -1.46069
C -2.84852 1.76572 0.10220
C 6.43796 -1.41880 -1.10235
C -2.65469 -0.40504 -1.64977
H -3.34980 -2.44309 -2.51641
H 4.44095 2.58655 0.13899
H 6.95679 -0.73183 -1.85859
H 7.36156 -3.43411 -0.69674
C 2.14068 1.70807 -0.59650
H 1.02799 -0.00722 0.43711
H 5.72219 -2.09720 -1.70430
H 8.61837 -2.08527 -0.59405
*
```

---

What is the maximum force in the first record?
2.6 eV Å⁻¹

---

Number 1 is which compound?
C14H29ClEuI2P3